Record 1
{"formula": "C6H10O2", "method": "ωB97M-V with the def2-TZVPD basis set", "total_charge": 0, "de_lowest_kj_mol": 863.26, "e_lumo_ev": 0.90, "e_homo_ev": -8.79, "symbols": ["O", "O", "C", "C", "C", "C", "C", "C", "H", "H", "H", "H", "H", "H", "H", "H", "H", "H"], "positions_angstrom": [[-0.6711, -0.9611, -1.2076], [-0.8023, 1.2918, -0.9251], [0.8377, 0.0958, 0.4665], [-2.0882, -0.5375, 0.3366], [1.9937, -0.6522, -0.0490], [-0.6074, -0.6349, 0.2383], [-1.5159, 0.5903, 0.1330], [0.4555, 1.4688, -0.3279], [-2.7698, -0.6230, 1.2115], [-0.6102, -1.8782, -1.1858], [1.8170, -1.2107, -0.9009], [2.4173, -1.2714, 0.8159], [0.2509, 2.2942, 0.5530], [-2.3878, -1.4078, -0.3775], [1.5725, 1.6316, -1.1407], [-1.7934, 1.4830, 1.0613], [0.9984, 0.2987, 1.6639], [2.9031, 0.0224, -0.3652]]}

=====

Record 2
{"formula": "C4H10N2O3S", "method": "ωB97M-V with the def2-TZVPD basis set", "total_charge": 0, "de_lowest_kj_mol": 278.95, "e_lumo_ev": 0.41, "e_homo_ev": -9.97, "smiles": "NC(N)(C1CC1)S(=O)(=O)O", "symbols": ["S", "O", "O", "O", "N", "N", "C", "C", "C", "C", "H", "H", "H", "H", "H", "H", "H", "H", "H", "H"], "positions_angstrom": [[2.2665, 0.4033, -0.0833], [2.5401, 1.5274, 0.7941], [3.1177, -0.8663, 0.5924], [2.7036, 0.6123, -1.4749], [0.5778, -0.9677, 1.2071], [0.7968, -1.4523, -1.0257], [0.6232, -0.4459, -0.0861], [-1.2180, 1.5619, 0.2723], [-0.3494, 0.6339, -0.5536], [-1.8125, 0.5538, -0.7230], [-1.4748, 2.5898, 0.0459], [-1.4205, 1.3012, 1.2627], [-2.2619, -0.3404, -0.3001], [1.6378, -2.0526, -0.9147], [1.5706, -1.1901, 1.4946], [0.9787, -0.9720, -1.8846], [-0.0266, -1.8436, 1.2415], [0.1749, 1.2177, -1.3503], [-2.2856, 0.8919, -1.5470], [3.9783, -0.5302, 0.9836]]}

=====

Record 3
{"formula": "CH3IS2", "method": "ωB97M-V with the def2-TZVPD basis set", "total_charge": 0, "de_lowest_kj_mol": 99.68, "e_lumo_ev": -0.07, "e_homo_ev": -9.24, "symbols": ["I", "S", "S", "C", "H", "H", "H"], "positions_angstrom": [[-2.8276, 0.5469, -0.0360], [1.9167, -0.8889, 0.3008], [-0.0811, -1.1431, -0.4463], [-0.6686, 0.4396, 0.1966], [-0.7334, 0.5253, 1.3211], [2.5716, -0.9630, -0.8479], [-0.1776, 1.4832, -0.4883]]}

=====

Record 4
{"formula": "C5H20FN10O5Ti", "method": "ωB97M-V with the def2-TZVPD basis set", "total_charge": 0, "de_lowest_kj_mol": 297.35, "e_lumo_ev": [0.46, 0.14], "multiplicity": 4, "e_homo_ev": [-3.50, -8.65], "symbols": ["Ti", "F", "O", "O", "O", "O", "O", "N", "N", "N", "N", "N", "N", "N", "N", "N", "N", "C", "C", "C", "C", "C", "H", "H", "H", "H", "H", "H", "H", "H", "H", "H", "H", "H", "H", "H", "H", "H", "H", "H", "H", "H"], "positions_angstrom": [[-19.1305, 21.0614, -16.8936], [-19.1338, 20.7867, -14.6833], [-19.9725, 24.8852, -17.2586], [-17.6244, 19.2047, -17.2229], [-22.2032, 16.7346, -17.1419], [-18.9543, 20.8846, -19.3034], [-21.6773, 21.5391, -16.9049], [-19.6478, 22.7456, -20.2240], [-16.8551, 17.4834, -18.4250], [-23.6518, 21.7853, -15.7645], [-20.8163, 17.9237, -15.7652], [-22.2610, 18.9246, -16.9146], [-18.3439, 23.8003, -16.2583], [-15.4168, 18.7976, -17.5701], [-22.5361, 23.5086, -16.4557], [-17.5606, 22.4069, -20.2020], [-17.8957, 24.7977, -18.0453], [-16.6964, 18.5333, -17.7072], [-18.7457, 21.8935, -19.8939], [-22.5545, 22.2393, -16.3116], [-18.8386, 24.5419, -17.1606], [-21.7041, 17.7295, -16.6969], [-16.9471, 24.4647, -18.1413], [-18.3103, 25.4120, -18.7315], [-23.1881, 18.7278, -17.2636], [-17.7820, 17.1783, -18.6855], [-16.6720, 22.0023, -19.9435], [-15.1945, 19.6471, -17.0710], [-19.4359, 23.1175, -21.1388], [-20.3621, 17.1858, -15.2462], [-19.0073, 23.5763, -15.5305], [-21.7814, 23.9387, -16.9710], [-16.0270, 17.0781, -18.8372], [-17.6088, 23.2640, -20.7342], [-22.0362, 19.8581, -16.6011], [-14.7609, 18.2358, -18.0939], [-20.4661, 18.8652, -15.6600], [-24.1162, 22.3732, -15.0871], [-23.6967, 20.7766, -15.7420], [-17.3510, 23.9296, -16.1260], [-20.6269, 22.6498, -19.9951], [-23.3608, 23.9952, -16.1344]]}

=====

Record 5
{"formula": "CH4KO", "method": "ωB97M-V with the def2-TZVPD basis set", "total_charge": 1, "de_lowest_kj_mol": 21.59, "e_lumo_ev": -4.30, "e_homo_ev": -14.16, "symbols": ["K", "O", "C", "H", "H", "H", "H"], "positions_angstrom": [[-0.7719, 0.9005, 0.9021], [2.2451, 1.6617, 2.2138], [3.1597, 2.6712, 1.7980], [2.6409, 1.1941, 2.9787], [2.6947, 3.1830, 0.9387], [4.1264, 2.2493, 1.4753], [3.3474, 3.4147, 2.5908]]}

=====

Record 6
{"formula": "C20H28BF4N9PdSSe", "method": "ωB97M-V with the def2-TZVPD basis set", "total_charge": 0, "de_lowest_kj_mol": 15.46, "e_lumo_ev": -0.92, "e_homo_ev": -8.58, "symbols": ["Pd", "Se", "S", "F", "F", "F", "F", "N", "N", "N", "N", "N", "N", "N", "N", "N", "C", "C", "C", "C", "C", "C", "C", "C", "C", "C", "C", "C", "C", "C", "C", "C", "C", "C", "C", "C", "B", "H", "H", "H", "H", "H", "H", "H", "H", "H", "H", "H", "H", "H", "H", "H", "H", "H", "H", "H", "H", "H", "H", "H", "H", "H", "H", "H", "H"], "positions_angstrom": [[0.3012, -0.7474, 1.8536], [-1.3477, 0.3957, 0.5450], [-1.0031, -0.4667, 3.7334], [-0.7480, -3.4839, 2.1404], [-0.2038, -2.9278, -0.0234], [-0.6470, -5.1196, 0.5198], [1.2797, -4.0921, 1.3030], [2.6656, -2.0396, -1.2636], [-0.2728, 0.3883, -2.1036], [0.8491, -2.4016, 4.1606], [-0.5524, -2.3096, 5.7256], [1.8517, -2.0361, -3.6074], [1.4905, -2.0951, 2.9644], [1.8292, -0.5342, 0.4698], [0.6150, 1.9666, -0.8744], [0.2888, -3.3386, 6.0524], [2.1825, 2.9107, -2.6250], [0.4236, 4.2040, 0.1641], [0.6330, 1.0638, -2.9117], [-1.0699, -0.7600, -2.5474], [-1.5071, 4.0793, 1.8160], [2.5565, 2.7208, -3.9405], [2.1561, -1.2740, -0.3933], [2.2419, -4.3574, 4.9040], [1.2010, 2.0613, -2.1271], [2.2015, -2.0137, -2.5048], [-0.2627, 0.9466, -0.8852], [1.0181, 0.8629, -4.2311], [-1.0884, 4.2815, 0.3647], [-0.2440, -1.7291, 4.5662], [1.1362, -3.3910, 5.0767], [-2.2747, -0.3180, -3.3721], [-3.3821, 0.3523, -2.5626], [-4.1705, -0.6311, -1.7057], [1.9842, 1.7129, -4.7294], [0.9900, 2.7908, 0.2682], [-0.1259, -3.9331, 0.9466], [2.4289, -1.7583, 3.1491], [2.1409, -4.8752, 3.9486], [0.6418, 2.2794, 1.1628], [0.6160, 0.0508, -4.8183], [1.5046, -2.9324, 2.3317], [2.2048, -5.0810, 5.7130], [-3.5277, -1.1552, -0.9980], [0.9225, 4.8198, 0.9178], [-4.9438, -0.1193, -1.1326], [-1.1948, 3.1039, 2.1900], [-2.6745, -1.2085, -3.8650], [-2.9543, 1.1395, -1.9314], [-1.4384, 5.2560, 0.0172], [-1.0677, 4.8478, 2.4553], [2.6344, 3.6791, -2.0136], [-2.5906, 4.1338, 1.9198], [2.0804, 2.8044, 0.3015], [3.3167, 3.3579, -4.3714], [-1.9294, 0.3471, -4.1688], [0.6963, 4.6218, -0.8084], [-4.6571, -1.3795, -2.3340], [-0.4000, -1.3855, -3.1356], [-1.3422, -2.0957, 6.3092], [3.2093, -3.8537, 4.9224], [-1.3519, -1.3223, -1.6580], [-4.0614, 0.8617, -3.2502], [-1.5811, 3.5391, -0.2711], [2.3231, 1.5867, -5.7481]]}

=====

Record 7
{"formula": "H16O8Sr", "method": "ωB97M-V with the def2-TZVPD basis set", "total_charge": 2, "de_lowest_kj_mol": 107.08, "e_lumo_ev": -6.60, "e_homo_ev": -18.85, "symbols": ["Sr", "O", "O", "O", "O", "O", "O", "O", "O", "H", "H", "H", "H", "H", "H", "H", "H", "H", "H", "H", "H", "H", "H", "H", "H"], "positions_angstrom": [[0.0109, -0.0449, 0.1378], [1.2289, 1.2951, 1.9998], [2.8379, -0.2649, 0.0838], [-0.2151, 2.6271, -0.0672], [0.3379, 0.7731, -2.1642], [-2.3401, 0.4051, -0.8152], [-2.0251, -1.7279, 1.2668], [-0.4941, -1.9859, -1.5262], [0.8569, -2.1059, 1.5838], [0.5899, 2.0831, 2.0978], [-2.7571, -1.9719, 0.7078], [-0.8061, 3.3061, 0.1958], [3.3109, -0.0509, 0.8768], [3.2729, 0.3241, -0.5802], [0.5029, 3.2401, -0.1872], [1.1489, 0.9991, 2.9598], [0.3679, 1.6931, -2.5072], [-2.3521, -1.0889, 1.9148], [-2.2891, 1.1381, -1.4392], [1.7379, -2.2419, 1.8278], [0.6849, 0.2681, -2.8862], [0.3929, -2.9379, 1.7548], [-1.1321, -1.5579, -2.1672], [-3.1451, -0.1109, -1.0002], [0.2749, -2.0629, -2.0672]]}

=====

Record 8
{"formula": "C5H6N2O", "method": "ωB97M-V with the def2-TZVPD basis set", "total_charge": 0, "de_lowest_kj_mol": 165.17, "e_lumo_ev": 0.36, "e_homo_ev": -9.27, "smiles": "CC(=O)c1ncc[nH]1", "symbols": ["O", "N", "N", "C", "C", "C", "C", "C", "H", "H", "H", "H", "H", "H"], "positions_angstrom": [[1.9707, -0.6862, 1.0950], [0.5490, 1.3648, -0.2809], [-1.0954, -0.1519, -0.7013], [0.1349, 0.2182, -0.0413], [0.7589, -0.9131, 0.7529], [-1.4831, 1.0231, -1.2996], [-0.0019, -2.0344, 1.2865], [-0.4960, 1.9027, -1.0603], [-2.5275, 0.9540, -1.9263], [0.5611, -2.7478, 2.0166], [-1.0064, -1.7499, 1.6937], [-1.6199, -0.9016, -0.6820], [-0.3648, -2.5961, 0.5731], [-0.4598, 2.8614, -1.3892]]}

=====

Record 9
{"formula": "CH6BN", "method": "ωB97M-V with the def2-TZVPD basis set", "total_charge": 0, "de_lowest_kj_mol": 76.82, "e_lumo_ev": [0.52, -2.80], "multiplicity": 3, "e_homo_ev": [-4.71, -10.80], "symbols": ["N", "C", "B", "H", "H", "H", "H", "H", "H"], "positions_angstrom": [[-0.2203, 0.0686, 0.3947], [1.1894, -0.0357, -0.0868], [-1.6151, 0.3484, -0.4107], [-0.4758, 0.2747, 1.3565], [1.5332, -0.6916, 0.6718], [1.7929, 0.9607, -0.1271], [1.3183, -0.2660, -1.1690], [-1.7567, 0.3533, -1.5073], [-2.4678, 0.3931, 0.3851]]}

=====

Record 10
{"formula": "C19H33F3N6O3S", "method": "ωB97M-V with the def2-TZVPD basis set", "total_charge": 2, "e_lumo_ev": -3.82, "e_homo_ev": -14.01, "symbols": ["S", "F", "F", "F", "O", "O", "O", "N", "N", "N", "N", "N", "N", "C", "C", "C", "C", "C", "C", "C", "C", "C", "C", "C", "C", "C", "C", "C", "C", "C", "C", "C", "H", "H", "H", "H", "H", "H", "H", "H", "H", "H", "H", "H", "H", "H", "H", "H", "H", "H", "H", "H", "H", "H", "H", "H", "H", "H", "H", "H", "H", "H", "H", "H", "H"], "positions_angstrom": [[0.9570, -0.2618, 0.0073], [3.3005, -0.0791, 1.3133], [1.6028, 1.1578, 2.1757], [1.8013, -0.9872, 2.4861], [-0.4091, -0.3586, 0.6114], [1.4103, -1.5238, -0.5334], [1.3267, 0.9518, -0.6544], [-0.7482, 3.2011, 4.7862], [-2.5402, -3.5337, -1.7573], [3.7101, 0.3767, -2.7592], [-2.1005, 2.0284, 3.5408], [3.2283, 2.3860, -2.1894], [-4.0093, -4.4670, -3.0742], [2.9106, 1.4134, -3.0029], [-4.6623, -4.0548, -1.9109], [-3.7427, -3.4602, -1.0995], [-0.1722, 4.3232, 5.4974], [-0.1465, 2.0459, 4.5507], [-1.9614, 3.1732, 4.2271], [-1.1661, 5.3788, 5.7446], [4.3055, 2.0271, -1.3808], [-4.6563, -5.1805, -4.0804], [-0.9610, 1.2952, 3.7327], [3.7562, -0.8965, -3.4299], [-3.2362, 1.5741, 2.7333], [-2.7502, -4.1309, -2.9523], [2.0118, -0.0382, 1.6188], [4.6040, -0.8972, -4.6714], [4.5819, 0.7863, -1.8096], [-1.1954, -3.0817, -1.2540], [2.3709, 3.5612, -1.8299], [-0.7538, -3.8464, -0.0503], [1.6117, 3.7346, -2.5639], [2.7473, -1.1553, -3.6569], [-3.9050, -5.6229, -4.7143], [-0.5951, -3.2384, -2.1855], [5.6469, -0.6436, -4.5266], [-0.8135, 0.2204, 3.3896], [-1.5042, -3.7327, 0.7290], [1.8050, 3.1342, -0.9585], [-2.1162, 4.9425, 6.0613], [-5.2251, -5.9726, -3.5445], [-2.7872, 3.8494, 4.3517], [4.2294, -0.1572, -5.3770], [-1.3411, 5.8899, 4.8691], [-0.5547, -4.9018, -0.3120], [2.9338, 4.4395, -1.5984], [-0.9967, 6.1433, 6.5365], [0.3595, 3.8280, 6.3714], [-2.8197, 0.7668, 2.1065], [0.8503, 1.8002, 4.8990], [4.8187, 2.7123, -0.7207], [-1.9205, -4.2619, -3.6528], [4.4555, -1.8545, -5.1340], [5.3759, 0.1120, -1.5386], [0.1231, -3.3344, 0.3283], [-3.8530, -2.9127, -0.2174], [-5.7059, -4.1499, -1.8630], [2.1429, 1.4441, -3.7741], [0.6455, 4.6997, 4.8583], [-3.9608, 1.2259, 3.4039], [-1.2975, -2.0337, -0.9026], [-3.6246, 2.4203, 2.1693], [-5.3534, -4.5885, -4.7240], [3.9622, -1.6858, -2.6947]]}

=====

Record 11
{"formula": "C14H31BrFO9P", "method": "ωB97M-V with the def2-TZVPD basis set", "total_charge": 0, "de_lowest_kj_mol": 72.17, "e_lumo_ev": 0.20, "e_homo_ev": -9.18, "smiles": "CCOCCO[C@](F)(OC(=O)Br)P(=O)(O)O.CCOCC.CCOCC", "symbols": ["Br", "P", "F", "O", "O", "O", "O", "O", "O", "O", "O", "O", "C", "C", "C", "C", "C", "C", "C", "C", "C", "C", "C", "C", "C", "C", "H", "H", "H", "H", "H", "H", "H", "H", "H", "H", "H", "H", "H", "H", "H", "H", "H", "H", "H", "H", "H", "H", "H", "H", "H", "H", "H", "H", "H", "H", "H"], "positions_angstrom": [[0.7845, -1.4500, 4.6371], [-1.1795, -2.8983, 0.0382], [-0.6286, -0.9669, 1.7217], [-1.2679, -2.2324, -1.2466], [-2.6104, -2.7865, 0.7772], [0.4802, -2.9649, 2.1681], [3.4545, -2.5490, 0.3636], [1.6200, 3.7546, 1.2182], [-0.8615, -4.4776, -0.0529], [1.0804, -1.6679, 0.3987], [-2.2839, 1.4812, -2.8756], [-0.9786, -3.2642, 3.7752], [1.2527, 4.8868, 0.4477], [4.0664, -4.3008, 2.0410], [0.1980, 5.7596, 1.1060], [-2.2486, 0.0691, -3.0513], [-0.0355, -2.7115, 3.4233], [1.9947, -0.7507, 1.0235], [0.0479, -2.0132, 1.1792], [-4.6786, 1.6276, -2.3396], [3.3905, -1.4572, 1.2438], [4.4296, -3.5036, 0.7457], [-0.0830, 2.2321, 0.3024], [-2.5312, -0.3740, -4.4769], [-3.5103, 2.1188, -3.1779], [0.5796, 2.8423, 1.5257], [0.9338, 4.5762, -0.5531], [-4.4679, 1.7627, -1.2768], [-2.9286, -0.4179, -2.3478], [-3.3551, 3.1819, -2.9837], [2.1011, 0.0939, 0.3332], [0.5424, 6.1008, 2.0842], [-1.2451, -0.2482, -2.7757], [-4.8814, 0.5682, -2.5010], [1.6802, -0.3962, 2.0131], [-0.7405, 5.2246, 1.2572], [3.4241, -1.7364, 2.3106], [-3.7315, 2.0278, -4.2476], [4.9374, -4.2807, 2.7102], [1.0395, 2.0464, 2.1154], [-0.5655, 2.9854, -0.3205], [4.1731, -0.6965, 1.0746], [2.1650, 5.4701, 0.3143], [5.4554, -3.0949, 0.7826], [-0.0107, 6.6325, 0.4856], [3.7517, -5.3286, 1.8309], [3.2318, -3.8078, 2.5625], [-3.5323, -0.0872, -4.8047], [-0.1635, 3.3179, 2.1750], [-2.7039, -3.5070, 1.4268], [4.4503, -4.2486, -0.0665], [-5.5839, 2.1840, -2.5895], [-2.4532, -1.4592, -4.5560], [0.6570, 1.7219, -0.3169], [-1.8177, 0.0820, -5.1670], [0.0019, -4.5829, -0.4879], [-0.8456, 1.5125, 0.6034]]}

=====

Record 12
{"formula": "C3H10N2S", "method": "ωB97M-V with the def2-TZVPD basis set", "total_charge": 0, "de_lowest_kj_mol": 143.95, "e_lumo_ev": 0.92, "e_homo_ev": -8.81, "smiles": "NC[C@H](N)CS", "symbols": ["S", "N", "N", "C", "C", "C", "H", "H", "H", "H", "H", "H", "H", "H", "H", "H"], "positions_angstrom": [[1.3781, 0.0957, -2.5824], [-0.0183, -1.6829, -0.3030], [-0.7107, 1.4657, 1.3684], [-0.5173, 0.0136, 1.2895], [-0.2650, -0.2657, -0.1814], [0.8533, 0.5253, -0.8406], [-0.3906, -2.0853, -1.0782], [1.6786, 0.6098, -0.2434], [0.8219, -2.1505, -0.0759], [-1.1772, 0.1393, -0.7593], [0.6882, 1.6612, -0.9784], [-0.4917, 1.7469, 2.3842], [1.0951, -1.1682, -2.9431], [-1.6629, 1.7571, 1.2481], [0.2284, -0.2873, 2.0554], [-1.5097, -0.3748, 1.6400]]}